51
Properties=species:S:1:pos:R:3:forces:R:3:lowdin_spin:R:1 method="wB97M-V/def2-TZVPD" gap_ev="4.9308 / 6.5450" e_tot_ha=-3454.90304 de_lowest_ev=2.1088 spin_multiplicity=2 charge=0 e_homo_ev="-7.3 / -8.9" lumo_energy_ha="-0.08789 / -0.08576"
W 0.704699 -0.423897 0.043460 -0.068 -1.017 -0.436 0.054
N 3.707174 3.025394 -0.082545 0.206 0.042 0.072 0.027
C 2.600230 2.432772 0.434766 -0.287 -0.121 -0.037 0.033
S 2.773734 0.689908 0.629396 0.166 0.237 0.105 0.005
N 1.588545 3.163064 0.719060 0.058 0.068 0.003 -0.004
N 0.523402 2.585493 1.334302 0.120 -0.291 -0.096 0.099
C 0.055599 1.319576 1.348560 -0.141 0.338 0.303 0.095
C -0.575381 -1.415610 2.043723 0.291 0.120 0.136 0.001
C -1.224935 -1.998671 3.125106 0.046 0.001 -0.004 0.004
C -0.431934 -2.271166 4.220014 -0.150 -0.024 -0.002 -0.001
C 0.940630 -1.992922 4.230076 0.124 0.051 -0.060 0.007
C 1.513828 -1.426332 3.116900 -0.062 0.030 0.096 -0.001
N 0.735866 -1.151511 2.067004 -0.086 -0.062 -0.015 0.013
H 4.374820 2.480916 -0.595481 -0.021 -0.004 -0.023 0.001
H 3.687966 4.023484 -0.203185 -0.012 0.004 -0.040 0.001
H -0.065569 3.285076 1.763209 0.005 -0.028 0.019 0.002
H -2.287186 -2.187205 3.105269 -0.009 0.009 -0.020 0.000
H -0.885095 -2.704950 5.101849 -0.011 -0.003 -0.004 0.000
H 1.541198 -2.216558 5.098455 0.027 0.012 -0.015 0.000
H 2.561705 -1.175121 3.029026 0.000 -0.009 0.018 0.000
O 0.552984 -2.592481 -0.435642 -0.209 0.061 0.067 -0.002
S 1.964868 -2.397848 -0.943802 -0.226 0.247 0.026 0.000
O 2.594208 -3.458973 -1.623553 0.010 -0.001 0.006 0.000
O 2.591170 -1.843661 0.299504 -0.027 0.179 0.154 0.003
O 1.737995 -1.089041 -1.705764 0.158 0.011 -0.373 -0.002
C 0.249206 1.527137 -5.135971 -0.016 0.006 0.007 0.000
C -0.453972 0.397223 -4.426771 -0.010 -0.048 -0.006 0.000
O -1.490875 0.934397 -3.556044 0.039 0.011 0.033 0.000
P -1.375414 0.884044 -1.983592 0.245 -0.115 0.112 0.001
S -2.887243 1.583881 -1.066747 0.115 -0.076 -0.156 0.003
S 0.537811 1.470577 -1.487658 -0.082 0.319 -0.118 0.008
O -0.986872 -0.699531 -1.628404 -0.121 0.255 0.343 0.000
C -2.082219 -1.679578 -1.527302 -0.037 -0.062 -0.013 0.000
C -2.701298 -1.908914 -2.885732 0.016 -0.018 -0.021 0.000
H 0.963432 1.119871 -5.852452 0.005 -0.010 0.004 0.000
H 0.793394 2.149116 -4.425836 -0.001 0.013 -0.002 0.000
H -0.466992 2.147023 -5.673834 -0.001 0.007 -0.001 0.000
H 0.237614 -0.206568 -3.836930 0.005 0.009 -0.015 0.000
H -0.981242 -0.251115 -5.125615 0.009 0.002 0.007 0.000
H -2.796721 -1.296788 -0.802036 0.000 -0.009 -0.030 0.000
H -1.604333 -2.573380 -1.142910 -0.012 0.020 0.008 0.000
H -3.223770 -1.025405 -3.250804 0.008 -0.007 -0.003 0.000
H -3.426580 -2.719042 -2.801713 -0.002 -0.001 0.024 0.000
H -1.944102 -2.209341 -3.610633 -0.008 0.004 -0.011 0.000
O -1.036514 -1.043100 0.868648 0.014 -0.126 -0.066 0.004
N -0.906372 1.078816 2.213849 -0.028 0.011 0.127 0.110
C -1.046932 1.678729 3.400269 -0.016 -0.045 -0.210 0.238
C -0.061521 2.469114 4.058627 0.141 0.095 0.070 0.036
N 0.734953 3.100281 4.605188 0.012 -0.015 -0.032 0.116
C -2.199482 1.350759 4.165253 -0.180 -0.074 0.078 0.031
N -3.124493 1.062061 4.789457 0.004 0.004 -0.008 0.116